Entry from the Open Molecules 2025 dataset: an isolated molecule of C6H7NO (ωB97M-V/def2-TZVPD).

SMILES ... CC1=CC(=O)C=C1N
HOMO level ... -0.3015 Ha
Energy above the lowest of the compared OMol25 structures with the same formula, charge and spin ... 43.23 kJ/mol
Orbital gap ... 8.38 eV

```
! wB97M-V def2-TZVPD RIJCOSX def2/J DEFGRID3
* xyz 0 1
C 0.0028 0.9023 0.0050
H 2.0114 -1.0793 0.8709
H 2.0604 -1.0302 -0.8420
C -1.1405 -1.1305 -0.0282
C 1.4116 -1.3495 -0.0095
H -1.7873 2.2089 -0.0357
C 0.1050 -0.6272 -0.0228
N 1.1245 1.6389 -0.0602
H 1.0657 2.6458 0.0228
C -2.1375 0.0266 -0.0246
C -1.3055 1.2452 0.0039
H -1.4524 -2.1705 0.0265
O -3.3153 -0.0651 -0.0079
H 2.0223 1.2364 0.1664
H 1.3346 -2.4519 -0.0646
*
```